No. 1
DFT (the ωB97M-V functional and the def2-TZVPD basis) results for a molecular structure, C24H29Cl2N4O4PtS.

Geometry as ORCA input:
```
! wB97M-V def2-TZVPD RIJCOSX def2/J DEFGRID3
* xyz -1 3
Pt 1.13692 -1.37035 -0.23522
O 1.19115 -4.53385 1.56154
S 0.99809 -3.13020 1.78652
O 0.71730 -2.75235 3.14981
O -0.10693 -2.57070 0.84165
O 2.17345 -2.29662 1.23042
Cl 3.26330 1.76436 -3.01132
C 2.51295 3.02276 -2.10444
Cl 3.03698 -0.13317 -0.82131
H 1.59446 2.73789 -1.62427
H 3.08893 3.92302 -1.99478
C 0.02627 1.29152 -6.28637
C 0.40806 0.66947 -4.98216
C 1.75868 0.13448 -4.68299
C 2.70606 0.34208 -2.42448
C 4.93884 1.64913 -3.24209
C 1.71616 -0.41580 -3.26512
C 0.25210 -0.13869 -2.81505
C -0.40246 0.57569 -3.92646
N -0.15429 -0.53301 -1.65888
C -1.60053 -0.54014 -1.23046
C -1.70144 0.03675 0.18288
C -2.08540 -1.99256 -1.28866
C -2.58509 0.27306 -2.07845
H 0.11852 2.37819 -6.21999
H -1.00892 1.06148 -6.53580
H 0.67142 0.95065 -7.09476
H 2.56595 -0.05421 -5.38676
H 2.18124 1.11299 -4.44136
H 5.45907 2.52018 -3.65106
H 3.63469 3.55367 -4.41096
H 1.90748 -1.48945 -3.16530
H -1.39789 0.97007 -3.95835
H -1.08674 -0.49421 0.90316
H -2.74090 -0.01097 0.51517
H -1.39401 1.08389 0.17944
H -1.47306 -2.65694 -0.68869
H -2.07165 -2.33975 -2.32540
H -3.11293 -2.04668 -0.92390
H -2.33980 1.33590 -2.09482
H -3.56235 0.16518 -1.60746
H -2.67501 -0.10514 -3.09332
C 0.07835 3.23717 2.88012
C 0.53570 2.43310 1.84950
N 0.78998 1.13483 1.99567
C 0.57175 0.58082 3.18171
C 0.07630 1.29257 4.27849
C -0.14446 2.65327 4.11667
C -0.14707 0.65706 5.58843
C -0.71276 -0.51582 5.87122
C -1.36736 -1.47548 4.96321
C -1.44002 -2.81445 5.32652
C -2.08450 -3.67205 4.45802
N -2.63527 -3.25532 3.32238
C -2.50276 -1.95771 3.06733
N -1.91729 -1.04228 3.82648
H -0.09742 4.29219 2.71639
H 0.71369 2.84619 0.86105
H 0.79001 -0.47888 3.26945
H -0.50373 3.24668 4.95038
H 0.22244 1.22861 6.43617
H -0.70666 -0.82635 6.91134
H -0.98533 -3.17321 6.23982
H -2.16302 -4.73194 4.67577
H -2.92922 -1.60667 2.13373
*
```

## Properties
expectation value of S² = 2.02
energy above the lowest of the compared OMol25 structures with the same formula, charge and spin = 15.034 eV
frontier orbital gap (alpha / beta) = 6.584 / 5.791 eV
strongest force on any atom = 1.902 eV/Å
HOMO (alpha / beta) = -4.238 / -4.078 eV

=====

No. 2
DFT (the ωB97M-V functional and the def2-TZVPD basis) results for C24H29ClN2O8S in the gas phase.

Geometry as ORCA input:
```
! wB97M-V def2-TZVPD RIJCOSX def2/J DEFGRID3
* xyz 0 1
C 0.95724 3.48143 -2.19241
C 0.22337 3.60797 -0.86011
N -0.24715 2.34109 -0.34220
C 0.71338 1.41096 0.20987
C 0.77891 1.50751 1.73170
S -1.57539 1.65889 -1.06928
O -2.32086 2.70311 -1.70480
O -1.21382 0.51276 -1.86501
C -2.44987 1.07883 0.38170
C -3.20432 1.96375 1.13052
C -3.79518 1.52522 2.30152
C -3.59775 0.22065 2.74334
Cl -4.37476 -0.30812 4.17796
C -2.80328 -0.65975 2.00455
N -2.48079 -1.95576 2.43867
C -1.78221 -2.19592 3.58914
O -1.69352 -1.43226 4.51631
C -1.00925 -3.52487 3.52323
O 0.16139 -3.28173 2.74368
C 0.02413 -3.27105 1.40154
O -0.99793 -3.63037 0.84416
C 1.17461 -2.67824 0.74445
C 1.06238 -2.29345 -0.54220
C 1.95815 -1.46111 -1.29677
C 1.47683 -0.89986 -2.48015
C 2.20454 0.04289 -3.18977
O 1.72283 0.65988 -4.30924
C 0.40898 0.35726 -4.73317
C 3.48792 0.40005 -2.73799
O 4.33643 1.30433 -3.28575
C 4.09870 1.86882 -4.55645
C 3.99386 -0.20615 -1.56190
O 5.24654 0.20214 -1.21655
C 5.83685 -0.35313 -0.06760
C 3.23578 -1.11079 -0.84778
C -2.26046 -0.21969 0.79884
H 1.25850 4.46496 -2.54415
H 0.29430 3.03022 -2.92637
H 1.84464 2.85996 -2.09333
H 0.86651 4.06421 -0.10281
H -0.66477 4.22760 -0.99235
H 1.70475 1.59052 -0.21764
H 0.40654 0.40753 -0.08859
H 1.49236 0.78228 2.11357
H 1.09399 2.50201 2.03637
H -0.19405 1.30489 2.17180
H -3.33204 2.97354 0.77706
H -4.41263 2.18711 2.88757
H -2.33231 -2.62661 1.68409
H -0.65753 -3.80171 4.51683
H -1.61015 -4.32327 3.07694
H 2.02012 -2.45228 1.37231
H 0.14181 -2.56345 -1.04733
H 0.48378 -1.16028 -2.80200
H 0.33571 -0.67711 -5.08287
H -0.32215 0.53093 -3.93913
H 0.21695 1.03229 -5.56579
H 3.22465 2.52282 -4.55384
H 4.99253 2.45370 -4.77328
H 3.97128 1.10043 -5.32117
H 5.26860 -0.11034 0.83665
H 6.82560 0.09769 -0.00141
H 5.94033 -1.43989 -0.15143
H 3.62011 -1.56054 0.05108
H -1.67758 -0.89294 0.18906
*
```

## Properties
energy above the lowest of the compared OMol25 structures with the same formula, charge and spin = 0.000 eV
frontier orbital gap = 7.669 eV
strongest force on any atom = 1.129 eV/Å
SMILES string = CCN(CC)S(=O)(=O)c1ccc(Cl)c(NC(=O)COC(=O)/C=C/c2cc(OC)c(OC)c(OC)c2)c1
HOMO = -8.023 eV

=====

No. 3
DFT (the ωB97M-V functional and the def2-TZVPD basis) results for a molecular structure, C24H29CoN5O4P2S.

Geometry as ORCA input:
```
! wB97M-V def2-TZVPD RIJCOSX def2/J DEFGRID3
* xyz 0 2
Co -0.11279 -0.50902 0.04701
N 1.62194 6.03043 -2.26821
C 0.69578 5.15356 -1.71278
C 0.33242 5.26867 -0.37044
C -0.54684 4.36706 0.19729
C -1.06963 3.33710 -0.57426
C -0.70969 3.20385 -1.90948
C 0.16988 4.10823 -2.47551
S -2.17256 2.18588 0.15589
O -2.88197 1.54437 -0.92427
O -2.91334 2.85338 1.18253
N -1.22129 1.02582 0.77116
C -0.52846 1.12630 1.93947
N -0.59251 2.13606 2.80535
C 0.25525 2.07884 3.81831
C 1.16916 1.04971 4.00719
C 1.13183 0.03462 3.07465
N 0.27503 0.04236 2.06593
H 1.72540 6.91599 -1.80123
H 1.60530 6.11138 -3.27122
H 0.75163 6.06800 0.22915
H -0.82773 4.44341 1.23913
H -1.13091 2.39843 -2.49576
H 0.45300 4.01160 -3.51761
H 0.21091 2.90738 4.51829
H 1.86829 1.04403 4.82884
H 1.79824 -0.81976 3.13865
C 2.01113 -3.25138 -1.72160
P 0.80302 -2.60380 -0.53731
C 1.66983 -2.98964 1.03979
C -0.51800 -3.87223 -0.51271
C -0.36621 -5.15836 -1.02792
C -1.40414 -6.07271 -0.94327
C -2.60462 -5.71493 -0.34201
C -2.76636 -4.43487 0.16174
C -1.72994 -3.50854 0.07098
P -1.89451 -1.79293 0.66427
C -3.60299 -1.35654 0.23860
C -1.98899 -1.98783 2.47389
H 1.57921 -3.30409 -2.71865
H 2.35648 -4.23209 -1.39335
H 2.84538 -2.55689 -1.76894
H 1.95012 -4.04272 1.09882
H 1.02635 -2.73559 1.88099
H 2.56657 -2.36989 1.09875
H 0.55777 -5.45526 -1.50542
H -1.27797 -7.06590 -1.35414
H -3.41497 -6.42900 -0.27669
H -3.71019 -4.15134 0.61171
H -4.29239 -1.81535 0.94812
H -3.83088 -1.69942 -0.77015
H -3.71624 -0.27742 0.25168
H -2.76927 -2.70585 2.73036
H -2.22496 -1.02038 2.91849
H -1.03463 -2.32639 2.87191
O 1.67783 2.18073 0.85485
C 1.86687 1.74639 -0.26056
C 2.81281 2.39565 -1.25759
C 2.85568 1.40933 -2.40955
C 1.82631 0.35851 -2.03239
O 1.52047 -0.56278 -2.77211
N 1.29900 0.59493 -0.79094
H 3.77096 2.58459 -0.77645
H 2.38795 3.35970 -1.53692
H 3.81944 0.91205 -2.52828
H 2.58775 1.83457 -3.37604
*
```

## Properties
expectation value of S² = 0.77
energy above the lowest of the compared OMol25 structures with the same formula, charge and spin = 0.307 eV
frontier orbital gap (alpha / beta) = 8.039 / 8.215 eV
strongest force on any atom = 1.388 eV/Å
HOMO (alpha / beta) = -7.800 / -7.795 eV

=====

No. 4
DFT (the ωB97M-V functional and the def2-TZVPD basis) results for a molecular structure, C24H29IN2O2STl.

Geometry as ORCA input:
```
! wB97M-V def2-TZVPD RIJCOSX def2/J DEFGRID3
* xyz 3 1
C -6.54597 -2.05429 3.60752
C -7.02183 -1.27013 2.25631
C -5.82130 -0.21963 1.91468
O -4.64503 -1.04310 1.63906
C -3.49306 -0.27115 1.39216
C -2.88716 0.71895 2.43625
O -3.44877 0.95089 3.72308
C -1.56178 1.46835 2.00954
S -0.83090 2.61104 3.26766
C -0.84022 1.26975 0.62552
N 0.38067 1.99121 0.38903
C 0.96147 1.70983 -0.88033
C 2.36558 2.44658 -1.20229
C 3.29208 2.65141 0.09221
C 3.47548 1.34831 1.01692
C 3.44853 1.88180 2.56439
C 4.86667 0.56006 0.81687
C 0.27874 0.74521 -1.90259
C 1.03536 0.53046 -3.32035
C 1.92102 -0.81620 -3.22441
C 3.29436 -0.89646 -2.47399
C 4.13087 -2.22837 -2.36456
C 3.62503 -3.56831 -3.01508
C 2.26407 -3.50531 -3.78042
C 1.42921 -2.17497 -3.90832
C 0.07384 -2.28541 -4.76150
N -0.93591 0.00454 -1.72658
C -1.43947 0.29792 -0.41945
C -2.77919 -0.46918 0.01055
I -3.63101 -1.88335 -1.37552
H -7.29611 -1.81552 4.44848
H -6.58979 -3.18665 3.44674
H -5.49893 -1.75982 3.95542
H -7.06586 -2.08045 1.43013
H -8.03058 -0.74647 2.39657
H -6.12404 0.42473 1.01435
H -5.72827 0.44902 2.83701
H -2.93151 0.42143 4.37525
H 0.54755 2.67528 2.96947
H 2.08936 3.50415 -1.58367
H 2.95788 1.94652 -2.03780
H 2.98048 3.53856 0.75880
H 4.34635 2.92163 -0.30325
H 2.63323 0.57936 0.94857
H 2.57951 2.64401 2.68708
H 4.44196 2.39801 2.78887
H 3.27474 1.00453 3.27494
H 5.36693 0.70960 -0.19840
H 5.53032 0.80408 1.71467
H 4.62684 -0.57033 0.90276
H 1.66553 1.42717 -3.63332
H 0.25665 0.37767 -4.16310
H 3.76250 0.01035 -1.95917
H 5.14302 -2.27088 -1.81186
H 4.23684 -4.53242 -2.92241
H 1.86926 -4.47525 -4.25499
H -0.08460 -1.33138 -5.39481
H 0.26319 -3.13133 -5.53046
H -0.84048 -2.57181 -4.13670
Tl 0.65664 4.13580 4.57448
*
```

## Properties
frontier orbital gap = 2.377 eV
strongest force on any atom = 6.235 eV/Å
HOMO = -15.756 eV